{
  "formula": "C25H30N2O4",
  "method": "ωB97M-V/def2-TZVPD",
  "symbols": ["C", "N", "C", "C", "O", "C", "C", "C", "C", "C", "C", "C", "O", "C", "C", "C", "C", "O", "C", "C", "C", "N", "C", "O", "C", "C", "C", "C", "C", "C", "C", "H", "H", "H", "H", "H", "H", "H", "H", "H", "H", "H", "H", "H", "H", "H", "H", "H", "H", "H", "H", "H", "H", "H", "H", "H", "H", "H", "H", "H", "H"],
  "xyz": [[-2.45075, 1.33193, 0.95558], [-2.76761, 1.52635, -0.43896], [-3.96965, 2.27916, -0.72972], [-5.21713, 1.39333, -0.77537], [-5.52680, 0.98452, 0.54189], [-6.57361, 0.13217, 0.73686], [-7.39531, -0.36272, -0.26873], [-8.43084, -1.22534, 0.05332], [-8.65956, -1.60092, 1.36344], [-7.84053, -1.10609, 2.36661], [-6.80593, -0.24753, 2.05951], [-2.15350, 0.89962, -1.47190], [-2.59262, 0.95640, -2.60892], [-0.89067, 0.16332, -1.16466], [0.21962, 0.81268, -0.64296], [1.41345, 0.13928, -0.45022], [1.51015, -1.21187, -0.76730], [2.61102, -1.99214, -0.60131], [3.82928, -1.42805, -0.15272], [4.54401, -0.66300, -1.28335], [6.06667, -0.71194, -1.07204], [6.36590, -0.75336, 0.33979], [6.52349, 0.33996, 1.13596], [6.45632, 0.26367, 2.34876], [6.81579, 1.63274, 0.43413], [6.81188, 2.88409, 1.26033], [5.69178, 2.62852, 0.30679], [5.98874, -2.01383, 0.95897], [4.71606, -2.58121, 0.31977], [0.39396, -1.86381, -1.29772], [-0.78361, -1.18163, -1.50693], [-1.71972, 0.53523, 1.06888], [-3.35945, 1.06108, 1.49457], [-2.04616, 2.25188, 1.38809], [-4.09348, 3.05096, 0.03197], [-3.84622, 2.73830, -1.71348], [-5.01313, 0.52629, -1.41519], [-6.05241, 1.96485, -1.20191], [-7.24046, -0.08635, -1.29969], [-9.06285, -1.60459, -0.73630], [-9.46884, -2.27341, 1.60363], [-8.00937, -1.39167, 3.39432], [-6.16045, 0.14674, 2.82915], [0.16113, 1.86332, -0.39851], [2.25505, 0.68233, -0.05008], [3.64480, -0.76453, 0.70399], [4.28525, -1.13017, -2.23491], [4.20256, 0.37217, -1.31294], [6.53888, 0.14541, -1.54692], [6.48358, -1.61836, -1.52022], [7.52784, 1.56903, -0.37808], [7.53136, 3.65284, 1.02517], [6.61468, 2.76239, 2.31418], [4.73221, 2.35446, 0.71960], [5.62837, 3.21297, -0.59950], [5.83518, -1.80738, 2.02075], [6.81434, -2.72693, 0.85930], [4.94755, -3.21422, -0.53763], [4.17045, -3.18703, 1.04230], [0.48440, -2.90967, -1.54480], [-1.63556, -1.68673, -1.93587]],
  "nbo_charge": [-0.415, -0.432, -0.234, -0.076, -0.512, 0.302, -0.268, -0.202, -0.247, -0.189, -0.261, 0.671, -0.631, -0.165, -0.174, -0.322, 0.397, -0.511, 0.102, -0.446, -0.213, -0.439, 0.685, -0.631, -0.341, -0.398, -0.404, -0.228, -0.428, -0.281, -0.148, 0.225, 0.220, 0.188, 0.206, 0.239, 0.194, 0.179, 0.214, 0.213, 0.213, 0.214, 0.220, 0.217, 0.215, 0.179, 0.224, 0.213, 0.220, 0.199, 0.228, 0.217, 0.242, 0.214, 0.217, 0.247, 0.197, 0.204, 0.231, 0.225, 0.225],
  "homo_energy_ev": -8.58,
  "gap_ev": 9.27,
  "e_above_lowest_kcal_mol": 38.78,
  "smiles": "CN(CCOc1ccccc1)C(=O)c1ccc(OC2CCN(C(=O)C3CC3)CC2)cc1",
  "total_energy_ev": -37581.7845,
  "total_charge": 0,
  "largest_force_ev_per_a": 0.5
}

{
  "formula": "C12H33Li4N2O3",
  "method": "ωB97M-V/def2-TZVPD",
  "symbols": ["Li", "Li", "Li", "Li", "O", "H", "O", "H", "O", "H", "C", "C", "N", "C", "C", "C", "C", "H", "H", "H", "H", "H", "H", "H", "H", "H", "H", "H", "H", "H", "H", "H", "C", "C", "N", "C", "C", "C", "C", "H", "H", "H", "H", "H", "H", "H", "H", "H", "H", "H", "H", "H", "H", "H"],
  "xyz": [[-0.28351, -1.89962, 0.11079], [-1.75308, -1.84086, 2.37827], [0.03104, 0.19153, 1.71370], [1.11464, -2.38143, 2.30841], [-1.54371, -0.60406, 0.92547], [-2.05378, -0.11650, 0.24973], [-0.08536, -1.10769, 3.27827], [0.14903, -0.97793, 4.21782], [1.57213, -1.03975, 0.81847], [2.45997, -0.66128, 0.66675], [0.16451, -0.10342, -2.26212], [0.43073, -1.64676, -2.46196], [-0.71687, -2.46810, -1.93752], [-0.56237, -3.89366, -2.37220], [0.65253, -4.65966, -1.78169], [-2.09384, -2.01051, -2.18554], [-2.44103, -1.90662, -3.64918], [0.90384, 0.46315, -2.82824], [0.30112, 0.17618, -1.21748], [-0.79440, 0.31065, -2.57380], [0.50444, -1.81898, -3.53574], [1.35428, -1.94236, -1.96421], [-0.55968, -3.96647, -3.45976], [-1.44140, -4.50458, -2.16684], [1.63828, -4.25482, -2.01084], [0.74620, -5.65849, -2.20789], [0.55521, -4.82779, -0.70915], [-2.83773, -2.68554, -1.76238], [-2.23804, -1.06066, -1.67068], [-3.51467, -1.77614, -3.78468], [-1.96548, -1.01757, -4.06336], [-2.17406, -2.74497, -4.29261], [2.98467, 1.89799, 2.09966], [1.84149, 2.91271, 2.53500], [0.66208, 2.70286, 1.64759], [-0.54486, 3.22610, 2.37894], [-0.84968, 2.60876, 3.71291], [0.90754, 3.28377, 0.34298], [-0.38064, 3.06126, -0.53518], [3.40142, 2.28115, 1.16820], [2.64141, 0.88055, 1.91234], [3.84808, 1.90188, 2.76494], [1.65784, 2.64929, 3.57663], [2.20595, 3.93845, 2.47896], [-0.48062, 4.31410, 2.39382], [-1.47698, 3.09625, 1.82904], [-0.61757, 1.55196, 3.58100], [-0.16058, 3.02970, 4.44506], [-1.84530, 2.77289, 4.12510], [1.76749, 2.87321, -0.18619], [1.10570, 4.35135, 0.24753], [-1.07976, 3.89477, -0.46736], [-0.96636, 2.19637, -0.22373], [-0.14012, 3.00928, -1.59704]],
  "nbo_charge": [0.902, 0.965, 0.910, 0.960, -1.409, 0.487, -1.418, 0.489, -1.394, 0.479, -0.640, -0.236, -0.536, -0.237, -0.631, -0.219, -0.647, 0.234, 0.191, 0.216, 0.203, 0.219, 0.196, 0.213, 0.219, 0.249, 0.184, 0.211, 0.181, 0.235, 0.206, 0.227, -0.627, -0.280, 0.005, -0.281, -0.629, -0.313, -0.631, 0.219, 0.227, 0.263, 0.245, 0.271, 0.280, 0.256, 0.212, 0.228, 0.275, 0.268, 0.299, 0.236, 0.211, 0.258],
  "homo_energy_ev": [-14.29, -14.29],
  "s2": 0.75,
  "spin_multiplicity": 2,
  "gap_ev": [8.06, 3.73],
  "total_energy_ev": -22911.1751,
  "total_charge": 2,
  "largest_force_ev_per_a": 5.4
}

{
  "formula": "C4H5NO",
  "method": "ωB97M-V/def2-TZVPD",
  "symbols": ["N", "C", "C", "C", "C", "O", "H", "H", "H", "H", "H"],
  "xyz": [[-0.29447, -0.67731, 1.83460], [-0.11638, -0.04645, 0.62719], [-0.07823, -0.53082, -0.67145], [0.26915, 0.72239, -1.49188], [0.43982, 1.82889, -0.64271], [0.18648, 1.25775, 0.64698], [-0.55777, -0.05584, 2.59135], [-0.83765, -1.53144, 1.80979], [-0.38682, -1.49929, -1.04547], [0.28589, 0.73359, -2.57686], [1.08998, -0.20148, -1.08155]],
  "nbo_charge": [-0.799, 0.518, -0.508, -0.529, 0.068, -0.453, 0.403, 0.394, 0.257, 0.250, 0.401],
  "homo_energy_ev": -8.17,
  "gap_ev": 8.80,
  "e_above_lowest_kcal_mol": 102.75,
  "total_energy_ev": -7762.0707,
  "total_charge": 0,
  "largest_force_ev_per_a": 0.9
}

{
  "formula": "C2H6N4O2",
  "method": "ωB97M-V/def2-TZVPD",
  "symbols": ["H", "N", "C", "N", "C", "N", "O", "N", "O", "H", "H", "H", "H", "H"],
  "xyz": [[-1.95764, 1.00393, 3.01421], [-1.07909, 0.62671, 2.30722], [-0.62785, 1.62591, 1.55674], [0.16279, 1.38639, 0.40517], [0.19028, 0.20560, -0.08979], [1.15834, 0.16753, -1.04911], [0.86612, -0.57016, -2.25235], [-0.64149, -0.80639, -0.07253], [-0.03972, -1.99213, -0.57612], [-0.62152, 2.66274, 1.77682], [1.44824, 1.07652, -1.33966], [0.83918, -1.54223, -1.83322], [-1.26576, -1.06953, 0.76617], [0.36789, -2.24179, 0.30653]],
  "nbo_charge": [0.349, -0.782, 0.282, -0.605, 0.548, -0.321, -0.583, -0.319, -0.551, 0.166, 0.399, 0.490, 0.442, 0.484],
  "homo_energy_ev": -8.81,
  "gap_ev": 9.16,
  "e_above_lowest_kcal_mol": 123.25,
  "smiles": "[H]/N=C/N=C(NO)NO",
  "total_energy_ev": -12221.3073,
  "total_charge": 0,
  "largest_force_ev_per_a": 4.5
}